Entry 1:
Computed, not measured: a molecular structure, C15H22CrF3O12S, with ωB97M-V/def2-TZVPD.

Positions of all 54 atoms, in Å:
Cr -18.349 8.146 16.519
C -14.346 7.377 16.989
C -15.818 7.517 16.768
O -16.675 6.952 17.511
O -16.253 8.175 15.768
H -13.801 8.101 16.394
H -14.030 6.375 16.693
H -14.126 7.487 18.050
C -22.240 7.786 14.695
F -22.121 6.512 15.108
F -21.563 7.906 13.544
F -23.535 8.024 14.445
S -21.604 8.989 15.934
O -22.523 8.925 17.034
O -20.307 8.364 16.230
O -21.521 10.210 15.178
O -18.107 9.681 17.492
H -17.410 10.295 17.727
O -18.497 9.308 14.662
C -18.820 9.875 13.665
O -19.024 9.215 12.510
C -19.695 10.059 11.569
C -19.406 11.507 12.010
C -19.046 11.352 13.496
H -20.761 9.844 11.628
H -19.310 9.840 10.579
H -20.259 12.150 11.810
H -18.550 11.912 11.469
H -19.824 11.683 14.181
H -18.122 11.867 13.750
O -18.582 6.510 15.277
C -18.722 5.499 14.652
O -19.303 5.501 13.455
C -19.337 4.170 12.902
C -19.039 3.216 14.069
C -18.308 4.097 15.063
H -18.549 4.127 12.143
H -20.290 3.972 12.422
H -18.494 2.333 13.741
H -19.969 2.849 14.507
H -17.217 4.078 15.018
H -18.596 4.007 16.109
O -19.191 7.061 18.103
C -19.587 6.858 19.218
O -20.255 7.772 19.906
C -20.738 7.229 21.139
C -19.870 6.001 21.424
C -19.458 5.587 20.012
H -21.797 6.974 21.057
H -20.666 8.002 21.901
H -20.427 5.204 21.911
H -19.011 6.267 22.035
H -20.150 4.870 19.561
H -18.462 5.166 19.904

Spin multiplicity: 4
E_tot, a.u.: -3230.04057
HOMO-LUMO gap (alpha / beta), eV: 8.92 / 9.75
Expectation value of S²: 3.76
HOMO level (alpha / beta), eV: -8.743 / -9.349
LUMO level (alpha / beta), eV: 0.18 / 0.40
ΔE to the lowest compared entry with this formula, charge and spin, eV: 0.406

Computed Löwdin charges, given in elementary charges: number 1, Cr, carries 1.040; number 2, C, carries 0.006; number 3, C, carries -0.680; number 4, O, carries -0.066; number 5, O, carries -0.065; number 6, H, carries 0.080; number 7, H, carries 0.085; number 8, H, carries 0.084; number 9, C, carries -0.640; number 10, F, carries 0.124; number 11, F, carries 0.125; number 12, F, carries 0.128; number 13, S, carries 0.546; number 14, O, carries -0.258; number 15, O, carries -0.381; number 16, O, carries -0.262; number 17, O, carries -0.308; number 18, H, carries 0.014; number 19, O, carries 0.068; number 20, C, carries -0.438; number 21, O, carries 0.048; number 22, C, carries -0.137; number 23, C, carries -0.126; number 24, C, carries -0.049; number 25, H, carries 0.123; number 26, H, carries 0.122; number 27, H, carries 0.114; number 28, H, carries 0.110; number 29, H, carries 0.120; number 30, H, carries 0.133; number 31, O, carries 0.067; number 32, C, carries -0.419; number 33, O, carries 0.070; number 34, C, carries -0.118; number 35, C, carries -0.138; number 36, C, carries -0.045; number 37, H, carries 0.129; number 38, H, carries 0.127; number 39, H, carries 0.116; number 40, H, carries 0.119; number 41, H, carries 0.142; number 42, H, carries 0.133; number 43, O, carries 0.044; number 44, C, carries -0.422; number 45, O, carries 0.088; number 46, C, carries -0.132; number 47, C, carries -0.132; number 48, C, carries -0.052; number 49, H, carries 0.132; number 50, H, carries 0.128; number 51, H, carries 0.114; number 52, H, carries 0.118; number 53, H, carries 0.138; number 54, H, carries 0.133

***

Entry 2:
Computed, not measured: a molecular structure, C15H22CsNO7P3S2, with ωB97M-V/def2-TZVPD.

Positions of all 51 atoms, in Å:
Cs -0.312 1.030 -0.717
N 0.092 2.709 -5.092
C -1.119 2.309 -4.240
C -2.380 2.505 -5.078
P -1.008 3.546 -2.855
O -2.385 3.336 -2.029
O 0.127 3.133 -1.985
O -1.019 4.848 -3.588
P -0.831 0.485 -4.043
O 0.628 0.568 -3.274
O -1.840 -0.153 -3.159
O -0.580 0.050 -5.452
H -0.033 3.664 -5.428
H 0.187 1.993 -5.825
H 0.924 2.684 -4.498
H -2.466 3.542 -5.408
H -3.246 2.265 -4.462
H -2.387 1.834 -5.939
H -3.071 3.913 -2.380
H 0.849 -0.334 -2.992
S 2.170 -0.736 0.131
P 1.058 -1.109 1.740
S -0.916 -0.928 1.663
C 1.498 -2.806 2.299
C 2.728 -3.055 2.905
C 3.087 -4.346 3.262
C 2.224 -5.405 3.010
C 0.999 -5.165 2.403
C 0.636 -3.869 2.053
C 1.686 -0.115 3.153
C 1.054 -0.219 4.394
C 1.542 0.479 5.489
C 2.660 1.298 5.353
C 3.284 1.413 4.121
C 2.800 0.703 3.024
H 3.407 -2.231 3.094
H 4.044 -4.528 3.738
H 2.506 -6.414 3.287
H 0.322 -5.987 2.206
H -0.325 -3.663 1.596
H 0.171 -0.840 4.483
H 1.048 0.393 6.449
H 3.040 1.845 6.208
H 4.150 2.056 4.010
H 3.280 0.776 2.056
C -4.945 -0.483 -0.469
O -4.346 0.785 -0.692
H -4.200 -1.254 -0.259
H -5.552 -0.805 -1.318
H -5.591 -0.387 0.402
H -3.649 0.668 -1.346

E_tot, a.u.: -3007.19555
HOMO-LUMO gap, eV: 7.33
Charge: -1
HOMO level, eV: -5.233
LUMO level, eV: 2.10

Computed Löwdin charges, given in elementary charges: number 1, Cs, carries 1.173; number 2, N, carries 0.159; number 3, C, carries -0.496; number 4, C, carries -0.086; number 5, P, carries 0.209; number 6, O, carries -0.165; number 7, O, carries -0.611; number 8, O, carries -0.329; number 9, P, carries 0.234; number 10, O, carries -0.346; number 11, O, carries -0.367; number 12, O, carries -0.334; number 13, H, carries 0.143; number 14, H, carries 0.134; number 15, H, carries 0.143; number 16, H, carries 0.079; number 17, H, carries 0.086; number 18, H, carries 0.078; number 19, H, carries 0.076; number 20, H, carries 0.053; number 21, S, carries 0.069; number 22, P, carries -0.050; number 23, S, carries 0.058; number 24, C, carries -0.379; number 25, C, carries -0.091; number 26, C, carries -0.096; number 27, C, carries -0.109; number 28, C, carries -0.094; number 29, C, carries -0.107; number 30, C, carries -0.388; number 31, C, carries -0.100; number 32, C, carries -0.092; number 33, C, carries -0.106; number 34, C, carries -0.092; number 35, C, carries -0.115; number 36, H, carries 0.105; number 37, H, carries 0.095; number 38, H, carries 0.092; number 39, H, carries 0.096; number 40, H, carries 0.068; number 41, H, carries 0.091; number 42, H, carries 0.096; number 43, H, carries 0.093; number 44, H, carries 0.097; number 45, H, carries 0.056; number 46, C, carries -0.159; number 47, O, carries -0.132; number 48, H, carries 0.077; number 49, H, carries 0.072; number 50, H, carries 0.074; number 51, H, carries 0.036

***

Entry 3:
Computed, not measured: a molecular structure, C15H22GaN5O6S, with ωB97M-V/def2-TZVPD.

Positions of all 50 atoms, in Å:
Ga -0.784 -0.465 0.480
C 0.015 3.658 2.312
N -0.999 3.432 1.272
C -1.932 4.545 1.067
C -1.076 2.297 0.639
O -0.264 1.344 0.881
C -2.149 2.048 -0.418
O -1.848 0.836 -1.103
C -1.094 0.955 -2.305
C 0.164 0.118 -2.170
O 0.343 -0.544 -1.105
N 1.019 0.086 -3.156
C 2.261 -0.694 -3.062
C 0.807 0.848 -4.393
H 0.461 4.636 2.147
H 0.777 2.890 2.267
H -0.464 3.644 3.291
H -1.394 5.402 0.664
H -2.357 4.821 2.030
H -2.744 4.278 0.400
H -2.222 2.876 -1.121
H -3.118 1.908 0.062
H -0.836 1.995 -2.514
H -1.703 0.577 -3.128
H 2.354 -1.125 -2.072
H 3.103 -0.032 -3.257
H 2.246 -1.485 -3.810
H -0.216 0.748 -4.748
H 1.463 0.440 -5.156
H 1.052 1.901 -4.253
N -2.184 -3.482 0.317
C -0.902 -3.422 0.700
N -0.216 -2.299 0.843
C 1.108 -2.539 1.253
C 2.065 -1.569 1.517
C 3.325 -1.983 1.912
C 3.625 -3.338 2.043
C 2.672 -4.308 1.786
C 1.410 -3.887 1.392
S 0.002 -4.857 1.026
H -2.774 -2.664 0.378
H -2.649 -4.375 0.296
H 1.836 -0.511 1.431
H 4.084 -1.245 2.132
H 4.615 -3.638 2.359
H 2.901 -5.359 1.898
O -3.379 -0.795 3.044
N -2.471 -0.626 2.313
O -2.660 -0.608 0.986
O -1.272 -0.436 2.632

E_tot, a.u.: -3632.47296
HOMO-LUMO gap, eV: 8.92
Charge: +2
HOMO level, eV: -14.157
LUMO level, eV: -5.24
ΔE to the lowest compared entry with this formula, charge and spin, eV: 0.647

Computed Löwdin charges, given in elementary charges: number 1, Ga, carries 0.494; number 2, C, carries 0.036; number 3, N, carries -0.088; number 4, C, carries 0.024; number 5, C, carries -0.315; number 6, O, carries 0.053; number 7, C, carries -0.051; number 8, O, carries -0.134; number 9, C, carries -0.038; number 10, C, carries -0.320; number 11, O, carries 0.057; number 12, N, carries -0.090; number 13, C, carries 0.033; number 14, C, carries 0.015; number 15, H, carries 0.111; number 16, H, carries 0.098; number 17, H, carries 0.117; number 18, H, carries 0.115; number 19, H, carries 0.117; number 20, H, carries 0.092; number 21, H, carries 0.146; number 22, H, carries 0.162; number 23, H, carries 0.155; number 24, H, carries 0.161; number 25, H, carries 0.093; number 26, H, carries 0.113; number 27, H, carries 0.114; number 28, H, carries 0.102; number 29, H, carries 0.109; number 30, H, carries 0.114; number 31, N, carries 0.155; number 32, C, carries -0.617; number 33, N, carries 0.044; number 34, C, carries -0.279; number 35, C, carries -0.016; number 36, C, carries -0.045; number 37, C, carries -0.048; number 38, C, carries -0.050; number 39, C, carries -0.433; number 40, S, carries 1.193; number 41, H, carries 0.097; number 42, H, carries 0.125; number 43, H, carries 0.110; number 44, H, carries 0.119; number 45, H, carries 0.121; number 46, H, carries 0.125; number 47, O, carries 0.212; number 48, N, carries -0.439; number 49, O, carries -0.024; number 50, O, carries 0.057

***

Entry 4:
Computed, not measured: a molecular structure, C15H22GeN2O5W, with ωB97M-V/def2-TZVPD.

Positions of all 46 atoms, in Å:
W 0.274 -0.159 -0.649
O 2.091 1.182 -0.275
C 1.075 1.808 0.059
O 0.100 1.805 -0.770
C 0.782 2.267 1.476
C -0.763 2.281 1.566
C -1.225 2.674 2.973
C -1.015 1.366 3.757
C -0.316 0.517 2.702
O -0.994 0.850 1.459
C 1.108 1.086 2.449
C 1.906 -0.050 1.797
O 3.010 -0.386 2.092
O 1.131 -0.699 0.920
H 1.295 3.195 1.729
H -1.264 2.815 0.755
H -2.268 2.980 2.964
H -0.628 3.500 3.355
H -1.963 0.912 4.044
H -0.407 1.485 4.651
H -0.360 -0.561 2.867
H 1.618 1.416 3.354
C 3.120 -2.083 -0.458
Ge 1.354 -2.820 -1.052
C 1.119 -0.047 -2.668
C 1.692 -4.509 -2.077
C -0.367 -2.088 -0.833
H 3.914 -2.516 -1.068
H 3.319 -2.384 0.575
H 3.170 -0.991 -0.504
H 2.013 -0.654 -2.891
H 1.437 0.987 -2.907
H 0.399 -0.338 -3.454
H 2.451 -4.314 -2.834
H 0.785 -4.862 -2.561
H 2.066 -5.291 -1.418
H -1.122 -2.782 -1.197
N -4.008 0.035 -1.993
C -3.554 1.166 -2.591
C -2.255 1.305 -2.205
N -1.907 0.255 -1.371
C -3.016 -0.488 -1.273
H -4.942 -0.338 -2.107
H -4.168 1.767 -3.231
H -1.569 2.089 -2.473
H -3.114 -1.383 -0.682

E_tot, a.u.: -3213.83850
HOMO-LUMO gap (alpha / beta), eV: 7.00 / 7.00
Charge: +2
HOMO level (alpha / beta), eV: -15.865 / -15.865
LUMO level (alpha / beta), eV: -8.86 / -8.86
ΔE to the lowest compared entry with this formula, charge and spin, eV: 3.318

Computed Löwdin charges, given in elementary charges: number 1, W, carries 1.783; number 2, O, carries 0.071; number 3, C, carries -0.559; number 4, O, carries -0.123; number 5, C, carries -0.038; number 6, C, carries -0.223; number 7, C, carries -0.062; number 8, C, carries -0.071; number 9, C, carries -0.222; number 10, O, carries -0.109; number 11, C, carries -0.046; number 12, C, carries -0.502; number 13, O, carries 0.203; number 14, O, carries -0.279; number 15, H, carries 0.187; number 16, H, carries 0.169; number 17, H, carries 0.130; number 18, H, carries 0.135; number 19, H, carries 0.132; number 20, H, carries 0.134; number 21, H, carries 0.174; number 22, H, carries 0.179; number 23, C, carries -0.179; number 24, Ge, carries 1.080; number 25, C, carries -0.195; number 26, C, carries -0.166; number 27, C, carries -0.343; number 28, H, carries 0.050; number 29, H, carries 0.051; number 30, H, carries 0.014; number 31, H, carries 0.029; number 32, H, carries 0.047; number 33, H, carries 0.045; number 34, H, carries 0.041; number 35, H, carries 0.030; number 36, H, carries 0.045; number 37, H, carries 0.008; number 38, N, carries 0.112; number 39, C, carries -0.033; number 40, C, carries -0.094; number 41, N, carries -0.054; number 42, C, carries -0.134; number 43, H, carries 0.188; number 44, H, carries 0.139; number 45, H, carries 0.120; number 46, H, carries 0.140